Entry 1:
Here is one molecule with the formula C4H7NO2 from OMol25. Energies are from ωB97M-V/def2-TZVPD.

Structure (XYZ):
```
14
Properties=species:S:1:pos:R:3:forces:R:3:lowdin_charge:R:1
C -0.959 0.029 1.300 -0.1 0.0 0.0 -0.012
C -0.435 -0.399 -0.087 0.3 0.1 0.3 -0.761
C 0.600 -1.484 -0.010 0.4 0.0 0.1 0.252
O -1.321 -0.838 -0.949 -0.4 0.1 -0.3 -0.113
C 0.679 0.582 -0.498 -0.1 0.1 -0.2 -0.419
O 1.778 0.076 -0.137 -0.4 -0.2 0.0 0.069
N 0.504 1.692 -1.192 0.1 -0.2 0.0 0.235
H -1.532 -0.807 1.715 0.1 0.1 -0.1 0.087
H -0.158 0.303 1.998 -0.1 0.0 -0.1 0.086
H -1.641 0.878 1.188 0.1 -0.1 0.0 0.084
H 0.897 -1.871 -0.977 0.0 0.0 0.1 0.113
H 0.720 -2.150 0.849 0.1 0.2 -0.1 0.116
H 1.282 2.195 -1.595 -0.1 -0.1 0.1 0.128
H -0.415 1.792 -1.607 0.1 0.1 0.1 0.134
```
Forces are in eV/Å.

Values from the calculation:
- Strongest force on any atom: 0.455 eV Å⁻¹
- Orbital gap: 0.30015 Eh
- HOMO energy: -0.303 Eh
- Total energy: -9843.3276 eV
- Relative energy (zero: lowest compared OMol25 entry of this formula, charge and spin): 3.952 eV

Entry 2:
Here is a 3-piece molecular cluster, C14H32IN2O15P3S overall in a non-equilibrium geometry from OMol25. Energies are from ωB97M-V/def2-TZVPD.

Structure (XYZ):
```
68
Properties=species:S:1:pos:R:3:forces:R:3:lowdin_charge:R:1
C -3.110 4.225 -3.201 -0.7 0.4 -0.2 0.001
C -3.259 4.156 -1.621 3.5 3.0 1.2 -0.344
O -2.366 4.747 -0.952 -3.2 -2.4 -2.2 0.071
N -4.341 3.529 -0.849 -2.6 -1.3 -1.7 0.026
C -5.674 3.955 -1.222 -0.7 3.5 -1.8 -0.367
C -7.055 3.242 -0.893 -0.1 -0.4 0.2 -0.010
O -5.763 5.061 -1.840 0.6 -3.6 2.0 0.015
C -4.168 2.082 -0.589 1.3 -1.1 1.5 -0.223
C -2.992 1.976 0.550 0.1 0.7 0.3 -0.198
C -1.537 1.721 -0.057 -1.4 -0.5 0.0 -0.721
I -0.050 1.597 1.567 -0.8 0.2 -1.2 0.883
S -1.634 0.050 -0.927 3.2 -2.2 0.5 0.685
O -1.279 -1.035 0.039 -1.8 2.6 -2.4 -0.369
O -0.758 0.125 -2.140 -2.9 0.1 2.3 -0.318
O -3.280 -0.110 -1.307 1.9 1.1 0.3 -0.280
C -3.785 1.171 -1.853 0.3 -0.7 0.6 -0.304
P -5.284 0.653 -2.916 -0.1 0.3 -2.0 0.687
N -5.887 1.821 -3.805 1.1 -0.9 1.9 -0.148
O -6.377 -0.110 -1.871 1.8 0.1 -2.6 -0.178
O -4.682 -0.560 -3.976 -0.1 1.5 2.5 -0.192
H -3.323 3.256 -3.755 0.2 1.2 0.8 0.067
H -2.070 4.603 -3.485 -1.4 -0.7 0.8 0.105
H -3.847 5.021 -3.586 0.9 -1.3 0.7 0.108
H -7.561 3.660 0.054 1.1 -0.4 -1.4 0.104
H -7.003 2.116 -0.755 0.0 1.4 -0.3 0.050
H -7.750 3.470 -1.781 1.3 -0.3 1.4 0.109
H -5.072 1.574 -0.092 1.1 1.3 -0.9 0.158
H -2.957 3.001 1.069 -0.1 -1.5 -0.8 0.126
H -3.269 1.222 1.373 0.6 0.9 -1.5 0.130
H -1.211 2.453 -0.861 -0.4 -0.8 1.3 0.078
H -2.914 1.575 -2.486 -1.7 -0.2 0.6 0.125
H -5.357 2.682 -3.611 -0.6 -0.3 -0.3 -0.040
H -6.782 -0.842 -2.404 0.3 0.5 0.8 0.096
H -3.707 -0.402 -4.049 -1.0 -0.3 0.0 0.079
C 0.311 -4.866 2.403 -0.4 0.3 0.2 -0.104
O 1.218 -5.698 1.700 1.1 -0.4 -0.4 -0.203
P 2.534 -5.042 1.074 0.2 -0.1 0.1 0.411
O 3.396 -4.307 2.029 -0.8 -0.5 -0.6 -0.240
O 1.999 -4.177 -0.164 0.6 -0.6 0.4 -0.208
C 1.571 -2.840 0.069 -0.3 0.7 0.0 -0.093
O 3.224 -6.287 0.355 -1.1 0.4 0.5 -0.202
C 4.397 -6.018 -0.399 0.6 0.2 -0.3 -0.100
H -0.035 -5.392 3.294 0.1 0.0 -0.1 0.092
H 0.772 -3.924 2.709 0.0 -0.1 0.0 0.085
H -0.548 -4.657 1.761 0.1 0.0 0.0 0.092
H 2.065 -2.402 0.939 0.0 -0.1 -0.1 0.074
H 0.490 -2.823 0.215 0.1 0.0 0.0 0.067
H 1.816 -2.240 -0.808 0.0 -0.1 0.0 0.099
H 5.206 -5.698 0.262 0.0 0.0 0.0 0.090
H 4.204 -5.247 -1.148 0.0 0.0 0.0 0.088
H 4.698 -6.932 -0.911 -0.2 0.0 0.2 0.091
C 4.907 -1.893 1.909 -0.1 -0.4 0.3 -0.116
O 5.217 -0.733 1.146 0.7 1.2 -0.4 -0.207
P 6.169 0.376 1.789 0.4 -0.4 -0.3 0.395
O 7.491 -0.106 2.247 -1.0 0.3 0.0 -0.239
O 5.267 1.071 2.920 0.4 0.1 -0.5 -0.221
C 5.239 0.496 4.219 -0.1 -0.1 0.6 -0.110
O 6.208 1.489 0.646 -0.7 -0.9 0.4 -0.207
C 6.911 2.686 0.946 0.4 0.5 0.2 -0.106
H 4.939 -2.764 1.257 0.0 0.2 0.1 0.074
H 5.612 -2.043 2.729 0.0 0.0 -0.1 0.092
H 3.898 -1.792 2.311 0.1 -0.1 0.0 0.075
H 6.152 -0.061 4.436 0.0 0.1 -0.1 0.086
H 4.376 -0.167 4.305 0.0 0.0 0.0 0.084
H 5.139 1.299 4.950 0.0 0.0 -0.1 0.088
H 7.977 2.480 1.060 -0.1 0.0 0.0 0.090
H 6.522 3.140 1.861 0.0 0.0 0.0 0.085
H 6.769 3.387 0.123 -0.1 -0.2 0.0 0.090
```
Forces are in eV/Å.

Values from the calculation:
- Strongest force on any atom: 4.752 eV Å⁻¹
- Orbital gap: 0.33428 Eh
- Structure (SMILES): CC(=O)N(C(C)=O)[C@@H]1C[C@@H](I)S(=O)(=O)O[C@H]1P(=N)(O)O.COP(=O)(OC)OC.COP(=O)(OC)OC
- HOMO energy: -0.369 Eh
- Total energy: -95534.3388 eV

Entry 3:
Here is one molecule with the formula CH2N4O2 in a non-equilibrium geometry from OMol25. Energies are from ωB97M-V/def2-TZVPD.

Structure (XYZ):
```
9
Properties=species:S:1:pos:R:3:forces:R:3:lowdin_charge:R:1
C -1.612 -0.633 -0.101 0.4 1.2 0.3 -0.556
N -1.502 0.822 -0.257 -1.6 0.1 -0.3 0.107
N -0.402 1.233 -0.034 2.7 -0.2 0.4 0.090
N 0.498 0.120 0.443 -3.2 0.0 0.4 -0.149
N 1.764 -0.027 -0.005 -1.1 0.4 -0.9 0.085
O -2.632 -1.232 -0.132 0.1 -0.4 -0.2 0.153
O -0.386 -1.042 0.137 1.6 -1.1 0.2 0.081
H 1.907 0.567 -0.811 0.4 -0.1 -0.2 0.097
H 2.366 0.192 0.760 0.6 0.1 0.3 0.092
```
Forces are in eV/Å.

Values from the calculation:
- Strongest force on any atom: 3.205 eV Å⁻¹
- Orbital gap: 0.37706 Eh
- Structure (SMILES): Nn1nnc(=O)o1
- HOMO energy: -0.388 Eh
- Total energy: -11120.8884 eV
- Relative energy (zero: lowest compared OMol25 entry of this formula, charge and spin): 2.733 eV

Among the records above, which one has the highest orbital gap? CH2N4O2

Which of these has the highest total energy? C4H7NO2